Model a:
Below is one molecule with the formula C4H6ClF, with properties calculated with the ωB97M-V functional and the def2-TZVPD basis.

Geometry as ORCA input:
```
! wB97M-V def2-TZVPD RIJCOSX def2/J DEFGRID3
* xyz 0 1
C 0.6950 1.7539 0.4181
C -0.0021 0.9973 -0.4219
C -0.8578 -0.1093 0.0340
C -0.2489 -1.5550 -0.1043
F 0.3706 -1.3421 -1.4067
Cl 1.1184 -1.9086 0.9814
H 0.5885 2.0362 1.5889
H 1.8150 1.9733 0.1485
H 0.5387 0.5851 -1.4502
H -1.1937 0.0042 1.0052
H -1.7273 -0.0277 -0.4920
H -1.0963 -2.4071 -0.3008
*
```

HOMO level	-9.70	eV
SMILES	C=CC[C@@H](F)Cl
lowest unoccupied orbital energy	0.9	eV
frontier orbital gap	10.602	eV

=====

Model b:
Below is one molecule with the formula C4H6ClF, with properties calculated with the ωB97M-V functional and the def2-TZVPD basis.

Geometry as ORCA input:
```
! wB97M-V def2-TZVPD RIJCOSX def2/J DEFGRID3
* xyz 0 1
F 0.7525 -2.1130 -0.1667
C 0.2407 -0.9079 0.3506
C 1.0948 0.2579 0.0690
C -0.2506 1.0853 -0.0651
C -0.9021 -0.3019 -0.3568
Cl -2.5672 -0.6961 0.0580
H 0.0664 -1.0181 1.4216
H 1.6570 0.5658 0.9159
H 1.5171 0.2162 -0.9138
H -0.2280 1.9627 -0.8009
H -0.6185 1.4521 0.8908
H -0.7622 -0.5029 -1.4025
*
```

HOMO level	-10.77	eV
SMILES	F[C@H]1CC[C@@H]1Cl
lowest unoccupied orbital energy	1.0	eV
frontier orbital gap	11.818	eV

=====

Model c:
Below is one molecule with the formula C4H6ClF, with properties calculated with the ωB97M-V functional and the def2-TZVPD basis.

Geometry as ORCA input:
```
! wB97M-V def2-TZVPD RIJCOSX def2/J DEFGRID3
* xyz 0 1
C 0.5172 -1.3501 0.3350
C 0.0299 0.0344 0.1263
C -0.6304 0.3612 -1.1936
C 0.1907 0.9774 1.0487
F 0.7721 0.6387 2.2861
Cl -0.3349 2.6830 1.1239
H 1.1699 -1.5751 -0.5587
H -0.4272 -1.8671 0.1978
H 0.9924 -1.5576 1.2239
H -1.5592 -0.2245 -1.4229
H -0.8099 1.4526 -1.1122
H 0.0894 0.4271 -2.0545
*
```

HOMO level	-9.33	eV
SMILES	CC(C)=C(F)Cl
lowest unoccupied orbital energy	0.9	eV
frontier orbital gap	10.196	eV

=====

Energy comparison, zero being the most stable, in hartree: model a 0.0813; model b 0.0000; model c 0.0073.

=====

Model a:
Below is a 2-piece molecular cluster, C5H11NS overall, with properties calculated with the ωB97M-V functional and the def2-TZVPD basis.

Geometry as ORCA input:
```
! wB97M-V def2-TZVPD RIJCOSX def2/J DEFGRID3
* xyz 0 1
C -0.0750 -1.6179 -0.5085
C -0.0031 -1.2998 -1.8406
C 0.9375 -1.0410 0.4221
N 1.3950 -2.2946 0.0140
H -0.8902 -2.1891 -0.0897
H 0.6859 -0.5245 -2.1592
H -0.6056 -1.7827 -2.6054
H 1.4393 -0.1358 0.0887
H 0.6655 -0.9844 1.4896
H 1.9671 -2.1245 -0.8248
C -0.6950 2.1113 0.0226
C -0.8142 1.4218 1.3717
S 0.7277 1.1957 2.2767
H -0.3544 1.4113 -0.7360
H 0.0314 2.9316 0.0790
H -1.6526 2.4996 -0.3106
H -1.2892 0.4413 1.2690
H -1.4701 1.9818 2.0412
*
```

HOMO level	-6.88	eV
lowest unoccupied orbital energy	-2.8	eV
frontier orbital gap	4.095	eV

=====

Model b:
Below is a 2-piece molecular cluster, C5H11NS overall, with properties calculated with the ωB97M-V functional and the def2-TZVPD basis.

Geometry as ORCA input:
```
! wB97M-V def2-TZVPD RIJCOSX def2/J DEFGRID3
* xyz 0 1
H 1.2340 -0.9163 -1.3553
N 1.3352 0.0111 -0.8949
C 2.2705 0.4748 -0.2732
S 3.6717 -0.2699 0.4971
H 2.0573 1.4997 0.1037
H 3.1773 -1.4748 0.6344
C -0.9495 -1.4568 0.3025
C -1.1431 -0.1616 0.1411
C -0.7068 0.8840 1.2354
C -1.7975 0.3706 -1.1692
H -0.3588 -1.8231 1.0916
H -1.3810 -2.1639 -0.3945
H 0.0106 1.5013 0.7816
H -1.5630 1.4961 1.5260
H -0.2020 0.5348 2.1470
H -0.9673 0.9332 -1.6197
H -2.5658 1.1825 -1.1423
H -2.1218 -0.6219 -1.6114
*
```

HOMO level	-9.04	eV
SMILES	[H]/N=C\S.C=C(C)C
lowest unoccupied orbital energy	0.8	eV
frontier orbital gap	9.828	eV

=====

Energy comparison, zero being the most stable, in hartree: model a 0.1315; model b 0.0000.

=====

Model a:
Below is one molecule with the formula C5H6O, with properties calculated with the ωB97M-V functional and the def2-TZVPD basis.

Geometry as ORCA input:
```
! wB97M-V def2-TZVPD RIJCOSX def2/J DEFGRID3
* xyz 0 1
C -0.9253 0.5599 -0.0952
C 0.4745 1.1494 0.1866
C 1.5377 0.1708 0.3239
C 0.8430 -1.1192 -0.0055
O -0.0604 -1.3729 1.0896
C -0.6248 -0.9203 -0.1328
H -1.6257 0.8061 0.7114
H -1.3551 0.9203 -1.0370
H 0.5517 2.0709 0.7304
H 1.0829 1.3669 -0.7415
H 1.3650 -1.9978 -0.3793
H -1.2635 -1.6340 -0.6505
*
```

HOMO level	-8.70	eV
lowest unoccupied orbital energy	0.4	eV
frontier orbital gap	9.116	eV

=====

Model b:
Below is a 2-piece molecular cluster, C5H6O overall, with properties calculated with the ωB97M-V functional and the def2-TZVPD basis.

Geometry as ORCA input:
```
! wB97M-V def2-TZVPD RIJCOSX def2/J DEFGRID3
* xyz 0 1
C 0.9593 -0.5155 -1.2954
C 0.8679 -0.4416 0.2060
C -0.6273 2.3399 0.2325
O -0.1511 2.6010 -0.7664
C -0.2476 -0.5458 0.8816
C -1.3814 -0.5382 1.5293
H 1.6807 -1.2763 -1.6134
H -0.0129 -0.7505 -1.7371
H 1.2941 0.4468 -1.7024
H 1.7878 -0.2435 0.7563
H -1.8991 0.4093 1.6628
H -1.8361 -1.4305 1.9497
*
```

HOMO level	-9.51	eV
lowest unoccupied orbital energy	1.1	eV
frontier orbital gap	10.613	eV

=====

Energy comparison, zero being the most stable, in hartree: model a 0.0986; model b 0.0000.

=====

Model a:
Below is one molecule with the formula C5H6O, with properties calculated with the ωB97M-V functional and the def2-TZVPD basis.

Geometry as ORCA input:
```
! wB97M-V def2-TZVPD RIJCOSX def2/J DEFGRID3
* xyz 0 1
C 1.3000 -0.8821 1.5289
C 0.3885 -0.3240 0.4473
C -0.9041 0.1985 0.6573
C -1.3353 0.7414 -0.5242
O -0.3859 0.5261 -1.4896
C 0.6459 -0.0946 -0.8978
H 1.8688 -1.7879 1.1571
H 2.1287 -0.1711 1.8697
H 0.6859 -1.2160 2.4241
H -1.4352 0.2502 1.6196
H -2.2131 1.2483 -0.8585
H 1.4820 -0.3676 -1.5646
*
```

HOMO level	-8.51	eV
SMILES	Cc1ccoc1
lowest unoccupied orbital energy	1.1	eV
frontier orbital gap	9.586	eV

=====

Model b:
Below is C5H6O as an isolated structure, with properties calculated with the ωB97M-V functional and the def2-TZVPD basis.

Geometry as ORCA input:
```
! wB97M-V def2-TZVPD RIJCOSX def2/J DEFGRID3
* xyz 0 1
C 1.7529 -0.5830 0.1684
C 0.3446 -0.1269 0.4582
C -0.1868 1.1852 0.0887
C -1.6925 0.9895 0.0756
C -0.8099 0.0910 -0.6791
O -0.5051 -1.0608 0.7552
H 2.1479 -1.0667 1.0669
H 2.4301 0.2092 -0.1524
H 1.6919 -1.3613 -0.5992
H -2.2432 1.7271 -0.5017
H -2.2503 0.5131 0.8836
H -0.6797 -0.5162 -1.5641
*
```

HOMO level	-8.75	eV
lowest unoccupied orbital energy	0.4	eV
frontier orbital gap	9.124	eV

=====

Energy comparison, zero being the most stable, in hartree: model a 0.0000; model b 0.1719.

=====

Model a:
Below is one molecule with the formula C5H6O, with properties calculated with the ωB97M-V functional and the def2-TZVPD basis.

Geometry as ORCA input:
```
! wB97M-V def2-TZVPD RIJCOSX def2/J DEFGRID3
* xyz 0 1
C -1.8121 -0.0906 -0.0280
C -0.3218 -0.0979 -0.0373
C 0.6100 -1.0384 -0.2039
C 1.7470 -0.0488 0.0406
O 1.6470 1.0120 -0.9126
C 0.7423 0.9868 0.2028
H -2.2611 0.4844 -0.8449
H -2.1690 0.3485 0.9100
H -2.1820 -1.1180 -0.0876
H 0.5770 -2.0842 -0.5042
H 2.6770 -0.1853 0.5823
H 0.7457 1.8314 0.8829
*
```

HOMO level	-9.01	eV
SMILES	CC1=C[C@H]2O[C@@H]12
lowest unoccupied orbital energy	1.1	eV
frontier orbital gap	10.088	eV

=====

Model b:
Below is one molecule with the formula C5H6O, with properties calculated with the ωB97M-V functional and the def2-TZVPD basis.

Geometry as ORCA input:
```
! wB97M-V def2-TZVPD RIJCOSX def2/J DEFGRID3
* xyz 0 1
C 1.3815 0.3047 0.6531
C 0.0767 -0.2919 0.2640
O -1.2030 1.2578 -1.2504
C -0.4260 -1.0019 -1.0125
C -1.2757 0.1913 -0.6498
C -1.1397 0.0353 0.7939
H 2.0623 0.4951 -0.1801
H 1.8337 -0.4146 1.3352
H 1.2026 1.2461 1.1819
H -0.7294 -2.0177 -0.7649
H 0.0315 -0.8960 -1.9970
H -1.3470 0.8131 1.5187
*
```

HOMO level	-9.07	eV
lowest unoccupied orbital energy	0.4	eV
frontier orbital gap	9.515	eV

=====

Energy comparison, zero being the most stable, in hartree: model a 0.0029; model b 0.0000.

=====

Model a:
Below is one molecule with the formula C5H6O, with properties calculated with the ωB97M-V functional and the def2-TZVPD basis.

Geometry as ORCA input:
```
! wB97M-V def2-TZVPD RIJCOSX def2/J DEFGRID3
* xyz 0 1
C 2.2637 0.2670 -0.0345
C 0.7840 0.2302 -0.0806
C -0.1213 0.4697 -1.0369
C -1.2805 -0.0316 -0.6121
C -2.4150 -0.1466 0.2535
O -1.8876 -1.2078 -0.6290
H 2.5803 -0.7844 0.0129
H 2.7303 0.7496 -0.8915
H 2.5756 0.7384 0.9029
H 0.3901 -0.2091 0.8473
H -3.3678 0.2619 -0.0485
H -2.2517 -0.3372 1.3166
*
```

HOMO level	-8.72	eV
SMILES	CC=C=C1CO1
lowest unoccupied orbital energy	0.8	eV
frontier orbital gap	9.569	eV

=====

Model b:
Below is one molecule with the formula C5H6O, with properties calculated with the ωB97M-V functional and the def2-TZVPD basis.

Geometry as ORCA input:
```
! wB97M-V def2-TZVPD RIJCOSX def2/J DEFGRID3
* xyz 0 1
O -0.1553 -2.2528 1.3823
C -0.2704 -1.2810 0.6952
C -0.5082 -0.6858 -1.0541
C 0.5489 0.2896 -0.5908
C -0.0770 1.3597 0.4001
C 0.4474 0.0504 0.8801
H -0.3563 -1.0659 -2.0967
H -1.5340 -0.3267 -1.0083
H 1.5161 0.2591 -1.0938
H -1.1132 1.5205 0.1363
H 0.3513 2.2486 0.9012
H 1.3376 0.1218 1.4975
*
```

HOMO level	-9.18	eV
SMILES	O=C1C[C@H]2C[C@@H]12
lowest unoccupied orbital energy	0.9	eV
frontier orbital gap	10.121	eV

=====

Model c:
Below is a 2-piece molecular cluster, C5H6O overall, with properties calculated with the ωB97M-V functional and the def2-TZVPD basis.

Geometry as ORCA input:
```
! wB97M-V def2-TZVPD RIJCOSX def2/J DEFGRID3
* xyz 0 1
C -1.0779 1.4089 0.1443
C -0.1216 -2.1034 0.2886
C -0.3859 0.3026 -0.5480
C 2.6956 0.8088 0.3726
C -0.2828 -0.9208 -0.1357
O 2.8304 0.1843 -0.5556
H -1.5546 2.2874 -0.4756
H -1.8631 1.0008 0.8401
H 0.6537 -2.4022 0.8981
H -0.9719 -2.8495 -0.0551
H 0.2794 0.4887 -1.4386
H -0.2012 1.7945 0.6648
*
```

HOMO level	-9.19	eV
lowest unoccupied orbital energy	1.1	eV
frontier orbital gap	10.255	eV

=====

Energy comparison, zero being the most stable, in hartree: model a 0.0843; model b 0.0213; model c 0.0000.

=====

Model a:
Below is a 3-piece molecular cluster, C7H16O overall, with properties calculated with the ωB97M-V functional and the def2-TZVPD basis.

Geometry as ORCA input:
```
! wB97M-V def2-TZVPD RIJCOSX def2/J DEFGRID3
* xyz 0 1
C -0.1307 -1.8130 0.5691
C -0.9935 -0.8061 0.7675
C -2.1917 -0.5447 -0.0802
H -0.3981 -2.6316 -0.0845
H 0.6343 -2.0242 1.2996
H -0.8870 -0.1782 1.6386
H -1.9928 0.2877 -0.7678
H -2.4573 -1.4283 -0.6785
H -3.0485 -0.2698 0.5388
C 0.6892 -1.2100 -2.4767
C 1.4826 -0.9434 -1.2284
O 1.7513 0.1851 -0.8432
H 0.0160 -0.3846 -2.6906
H 1.3788 -1.3345 -3.3088
H 0.1166 -2.1303 -2.3756
H 2.1222 -1.7957 -0.9298
C 0.0642 2.1388 0.6961
C 0.8762 2.1031 1.9820
H 0.4294 1.3214 0.0167
H 0.2817 3.0496 0.1389
H -1.0036 2.1350 0.8992
H 0.6422 2.9545 2.6216
H 1.9386 2.1261 1.7516
H 0.6799 1.1931 2.5444
*
```

HOMO level	-9.57	eV
SMILES	C=CC.CC=O.CC
lowest unoccupied orbital energy	0.8	eV
frontier orbital gap	10.404	eV

=====

Model b:
Below is a 2-piece molecular cluster, C7H16O overall, with properties calculated with the ωB97M-V functional and the def2-TZVPD basis.

Geometry as ORCA input:
```
! wB97M-V def2-TZVPD RIJCOSX def2/J DEFGRID3
* xyz 0 1
C -1.3415 2.3419 0.5712
C -0.2250 1.5022 0.9768
C -0.4063 0.1458 0.9445
C -1.6322 -0.5505 0.7315
C 0.8618 -0.6691 1.0190
C 1.6203 -0.5382 -0.2641
C 2.7783 -1.5185 -0.4087
H -1.1285 3.4564 0.7230
H -2.3742 2.3060 1.1179
H -1.5296 2.1969 -0.5323
H 0.7192 1.9209 1.2646
H -1.7993 -1.0092 -0.1992
H -2.4942 0.0046 1.1667
H -1.5532 -1.6249 1.2716
H 1.7001 -0.2152 1.7210
H 0.8753 -1.7628 1.4517
H 0.9714 -0.5603 -1.3310
H 1.8865 0.4652 -0.4745
H 2.3921 -2.4948 -0.4499
H 3.5636 -1.4619 0.3719
H 3.4291 -1.3130 -1.1907
O -1.8818 -0.3480 -2.4673
H -2.6497 0.2342 -2.5708
H -1.7821 -0.5077 -3.4428
*
```

HOMO level	-8.24	eV
SMILES	C/C=C(\C)CCC.O
lowest unoccupied orbital energy	0.6	eV
frontier orbital gap	8.813	eV

=====

Energy comparison, zero being the most stable, in hartree: model a 0.0000; model b 0.0302.

=====

Model a:
Below is a 2-piece molecular cluster, C7H16O overall, with properties calculated with the ωB97M-V functional and the def2-TZVPD basis.

Geometry as ORCA input:
```
! wB97M-V def2-TZVPD RIJCOSX def2/J DEFGRID3
* xyz 0 1
C -0.7836 -2.7781 -1.3442
C 0.3632 -2.3461 -0.7537
C 1.1984 -1.1142 -0.7145
C 0.4929 0.1749 -1.1105
C -0.2672 0.9433 0.0169
C 0.7398 2.0205 0.6734
C 1.2905 3.1005 -0.3024
H -1.4563 -2.1834 -1.8767
H -1.2226 -3.7617 -1.0823
H 0.8785 -3.1685 -0.1258
H 2.0374 -1.2237 -1.3024
H 1.5837 -1.0158 0.2977
H -0.3397 -0.1052 -1.8234
H 1.1302 0.8159 -1.7539
H -1.1756 1.3891 -0.4460
H -0.6078 0.2567 0.8424
H 0.2883 2.6314 1.6242
H 1.5898 1.3436 1.0333
H 2.1405 3.7238 0.1214
H 1.7110 2.6568 -1.2147
H 0.5530 3.7771 -0.6051
O -2.5752 -0.4405 2.6522
H -3.0609 -0.8287 3.5383
H -1.6515 -0.7889 2.7651
*
```

HOMO level	-9.51	eV
SMILES	C=CCCCCC.O
lowest unoccupied orbital energy	0.7	eV
frontier orbital gap	10.201	eV

=====

Model b:
Below is a 3-piece molecular cluster, C7H16O overall, with properties calculated with the ωB97M-V functional and the def2-TZVPD basis.

Geometry as ORCA input:
```
! wB97M-V def2-TZVPD RIJCOSX def2/J DEFGRID3
* xyz 0 1
C -2.5226 -1.6286 0.2666
C -3.0197 -0.2488 0.4716
C -2.4921 0.9750 -0.6671
C 0.3141 0.6399 1.2310
C 3.8213 0.0551 -0.2263
C 2.4947 0.7013 0.0171
C 1.5566 0.1327 0.8876
H -3.1454 -2.4361 0.6902
H -2.3638 -1.8692 -0.8057
H -1.5289 -1.8574 0.6964
H -2.9768 0.1573 1.4545
H -1.7890 0.2573 -0.1115
H -2.4455 2.0289 -0.4722
H -2.7960 0.7964 -1.7058
H 0.0721 1.6358 0.8779
H -0.4968 0.0334 1.6143
H 4.0495 -0.0550 -1.2864
H 3.7746 -0.9782 0.1397
H 4.6619 0.5572 0.2479
H 2.3084 1.7033 -0.3954
H 1.8424 -0.8325 1.3073
H 0.9659 0.1786 -1.1622
H -0.5399 0.0678 -1.2615
O 0.2550 -0.0141 -1.8082
*
```

HOMO level	-5.85	eV
lowest unoccupied orbital energy	-2.2	eV
frontier orbital gap	3.613	eV

=====

Energy comparison, zero being the most stable, in hartree: model a 0.0000; model b 0.2301.